55
Properties=species:S:1:pos:R:3 method="wB97M-V/def2-TZVPD" e_above_lowest_kcal_mol=562.5
H -16.31095 -2.72773 20.16486
H -11.80821 -1.54621 20.62648
H -14.69927 -4.32677 20.14952
H -10.89218 -2.58326 23.17381
H -14.94047 -4.83699 23.20362
H -14.13349 -7.17466 17.75264
H -12.26930 -2.51330 22.50694
C -16.29286 -3.40565 21.01820
H -12.41349 -7.96352 21.27580
O -14.00549 -3.12088 21.61535
H -13.67094 -0.10069 25.17337
H -15.66899 -5.92326 21.98277
B -10.24801 -2.47458 22.31505
H -11.35190 -6.69169 20.89213
H -12.89499 -2.73513 24.19693
H -12.46260 -5.15003 19.45376
N -11.80697 -2.15534 19.82083
C -12.38828 -7.00293 20.76128
H -11.81312 -4.19870 21.60278
H -13.02218 -6.28844 21.28644
C -14.89032 -5.18428 22.17165
H -14.74576 -2.62189 22.10167
H -13.82465 -0.42842 22.45609
H -10.77613 -2.68256 21.39740
H -14.77850 -6.23436 19.06756
H -14.84469 -1.37635 25.17653
H -11.33889 -4.33164 20.42222
H -12.74989 -4.91390 21.31807
C -13.97216 -1.21361 23.19759
C -12.69163 -2.03215 23.38912
H -12.37387 -3.19675 21.25439
H -15.14047 0.18670 24.35670
H -10.78916 -4.96134 22.47153
C -14.14397 -7.09074 18.83935
H -16.91256 -4.27188 20.78644
H -14.68257 -7.97733 19.17396
C -14.41022 -0.59984 24.54694
H -10.86905 -3.40131 22.53737
H -16.60230 -2.92713 21.94738
O -12.25740 -5.76585 18.74647
C -14.93299 -4.07291 21.18346
H -12.09725 -3.01675 20.26104
H -12.41679 -1.82509 19.08656
H -12.13866 -7.84536 18.78324
B -12.36058 -4.12121 20.69813
H -9.51984 -3.25128 22.49042
H -13.16855 -3.37108 21.21718
H -9.87244 -1.46529 22.24780
O -15.04625 -2.00639 22.77433
O -11.38403 -4.20793 22.46150
C -12.67028 -7.01178 19.24219
H -11.97406 -1.29081 23.74071
H -13.91214 -5.66062 22.10557
H -12.93548 -3.97157 19.79738
H -10.84046 -2.12805 19.52890

=====

11
Properties=species:S:1:pos:R:3 method="wB97M-V/def2-TZVPD" smiles="O=C1C=C=NC=N1.[H][H]" e_above_lowest_kcal_mol=91.0
H 2.74895 -0.16530 0.63638
N 0.42776 1.32499 0.25228
C 0.14119 -1.07832 0.00621
H 0.50256 -2.08828 0.09723
O -1.95733 -1.72249 -0.86219
C -0.86705 1.50421 -0.25168
N -1.65899 0.56276 -0.61855
C 0.62286 0.10454 0.26265
C -1.27265 -0.78481 -0.53862
H -1.17369 2.54253 -0.31705
H 2.48639 -0.19982 1.33333

=====

11
Properties=species:S:1:pos:R:3 method="wB97M-V/def2-TZVPD" charge=-1 e_above_lowest_kcal_mol=60.8
Li 1.21670 -0.65908 -1.60910
C -2.35841 -1.80924 -0.04131
O -2.85775 -1.60487 -1.30592
H -0.71627 -2.53422 -0.95708
K -0.40296 -1.77043 2.72074
H -2.26233 -2.69178 0.66350
H 4.18756 0.05183 -1.76175
O 0.20802 -1.57813 0.44245
C -0.88138 -1.56551 -0.39457
H -2.48381 -1.05936 0.80180
H -1.08744 -0.45965 -0.57634

=====

59
Properties=species:S:1:pos:R:3 method="wB97M-V/def2-TZVPD" charge=+2 e_above_lowest_kcal_mol=221.3
H -3.45348 1.03893 -0.50784
H 1.29440 2.79084 2.54260
C -3.44038 0.01333 -0.89145
P -2.69578 -0.09792 -2.55420
O -0.53053 0.17957 0.71659
C 1.92957 2.15299 1.94208
H 1.75153 0.71804 4.37855
H 2.59074 -2.39579 -2.95434
H 3.82841 -1.25617 -3.58398
C -1.07491 0.61533 4.32003
C 2.79131 1.44239 -3.36924
H 3.33174 0.84724 3.51470
N 0.42042 -1.49453 2.54230
N 1.70590 0.73273 2.25624
H 1.83018 2.36656 0.86269
H -1.94087 1.64553 1.15506
H -3.45715 -2.35230 -2.37642
Cl 0.07807 0.14877 -6.32988
P 2.40369 -0.05107 -2.44608
N -1.03055 0.74266 2.89274
H -0.58899 1.48575 4.77819
I 0.22677 -1.25706 -1.33527
H 1.43565 -3.23327 1.86314
H -2.12323 0.51678 4.61533
C -3.69923 -1.53285 -3.06077
H -0.59089 -3.12076 3.39235
C 2.34710 0.38208 3.51775
H 2.78643 0.35585 -0.04022
Al -2.03344 -0.27541 -6.07589
H 3.88624 1.39390 -3.23991
C 3.34539 -0.04278 -0.91578
H -4.74435 1.02077 -2.99861
I 0.49812 1.32011 -1.58743
H 4.19684 0.60761 -1.18201
H -2.90997 -0.61034 -0.16961
H -3.43874 2.18154 -2.65596
H -3.54214 1.46814 -4.28273
H -1.65062 -1.80971 2.80351
H -4.74641 -1.24727 -2.92000
C -1.87921 1.74661 2.25062
H 1.97855 -2.52830 3.40955
H 2.96627 2.38471 2.20342
H 2.49055 -0.69279 3.62660
H -1.50640 2.76488 2.44916
H -4.48389 -0.33775 -0.99538
C -3.70649 1.27765 -3.21547
C 2.75235 -1.44344 -3.46207
H 2.40452 2.38815 -2.92764
H -0.86978 -2.91938 1.63463
H 2.42215 -1.75657 1.80964
P 0.18488 0.04619 2.03024
H 3.65593 -1.08828 -0.74709
H -0.53556 -0.29545 4.60553
H -3.49853 -1.87167 -4.08761
H 2.42265 1.32706 -4.40812
C -0.74286 -2.38349 2.58847
H 2.19752 -1.36116 -4.40472
H -2.89838 1.64462 2.63986
C 1.65889 -2.29179 2.38422

=====

12
Properties=species:S:1:pos:R:3 method="wB97M-V/def2-TZVPD" e_above_lowest_kcal_mol=138.0
C -0.35995 -2.13750 -1.47426
H -0.73657 -2.89832 -2.19345
C 0.10441 0.40376 -0.04901
H 1.45945 1.66358 2.60141
H 0.92055 0.02826 3.04417
C 0.35486 0.66156 1.10607
C -0.54881 -0.85829 -2.09525
H -0.92722 -0.70308 -3.10757
H -0.39539 1.24204 -1.92814
H -0.23903 1.36876 2.99593
C -0.27571 0.28870 -1.40901
C 0.64342 0.94054 2.50911

=====

24
Properties=species:S:1:pos:R:3 method="wB97M-V/def2-TZVPD" smiles="CNC(C)=O.CNC(C)=O" e_above_lowest_kcal_mol=18.1
H 3.35589 1.28881 -1.51516
H 0.12218 -2.38560 -2.26805
C -1.63106 1.42421 1.81673
H -0.34036 3.12599 1.95488
C -2.83113 -0.52665 0.91065
H -3.66283 0.01201 1.33386
O 0.86286 -0.74451 0.11279
H -0.74994 -0.28860 1.07587
N 2.04777 -0.42725 -1.78285
N -1.61833 0.19662 1.29631
H 1.76765 1.44985 -2.50438
H 1.73884 1.34435 -0.73725
C 0.91681 -2.52243 -1.52913
H 2.31499 -0.87667 -2.68460
H 0.55048 -3.23282 -0.72277
C 1.27123 -1.14549 -0.98211
C 2.24086 1.00729 -1.64574
H -0.02936 1.74605 3.09221
H -2.93264 -0.56214 -0.10626
H 1.87036 -2.94267 -2.01040
C -0.28617 2.03147 2.09562
H 0.41945 1.57763 1.41088
H -2.72568 -1.56822 1.29397
O -2.67186 2.01879 2.09491

=====

24
Properties=species:S:1:pos:R:3 method="wB97M-V/def2-TZVPD" charge=+1 smiles="COC(C)(C)OC1=[N+]=CC=CO1" e_above_lowest_kcal_mol=47.5
C -0.83283 1.14360 -2.04068
H 2.59012 0.68828 -0.47332
C 0.10097 -1.66762 0.87963
O 0.52214 -2.87050 1.20034
C 0.58571 0.35504 -0.24945
H 0.05513 -4.81909 1.85974
H 1.25330 2.02985 0.89776
C -0.35326 -3.75574 1.80117
H 0.10055 1.39679 -2.77124
H -0.48396 1.73983 1.00324
H -1.71724 0.68055 -2.54842
N -1.11564 -1.26739 1.05747
O 0.91853 -1.02063 0.13137
H 2.02979 -0.03176 -1.93441
C 1.78720 0.73042 -1.09254
H 0.70234 0.65689 1.82108
H -3.04397 -1.75516 1.89178
C -1.92175 -2.03755 1.74421
H -1.32601 2.11731 -1.56968
C 0.49539 1.34070 1.00137
O -0.55564 0.12760 -1.10049
H 1.70137 1.57798 -1.60089
H -2.12044 -4.04821 2.77029
C -1.57269 -3.26912 2.27141

=====

14
Properties=species:S:1:pos:R:3 method="wB97M-V/def2-TZVPD" charge=+1 e_above_lowest_kcal_mol=82.0
F 1.28341 1.76450 1.19985
H -0.12029 -0.44842 -1.83786
N 0.13885 -1.18552 0.02776
H 0.27553 -2.12467 2.86206
H -0.67045 1.64412 1.70227
C 0.16997 -0.81974 1.32774
C 0.04928 1.26697 0.99265
N 0.32561 -0.16998 -0.95237
H 1.33260 0.00183 -1.13401
C -0.29238 1.13693 -0.44780
H 0.32269 -2.13360 -0.27979
H -1.36880 1.07561 -0.58477
N 0.18874 -1.20022 2.47231
H 0.11977 1.94250 -1.06007

=====

19
Properties=species:S:1:pos:R:3 method="wB97M-V/def2-TZVPD" charge=+1 e_above_lowest_kcal_mol=49.5
H 0.06602 -1.81107 2.10053
C -1.49633 0.86889 -0.27284
C 0.89746 -1.21242 1.75382
H 1.51194 -0.61468 2.41759
H -1.54010 1.21542 1.75510
N -1.28817 1.62627 0.87159
N 1.17910 -1.23344 0.50913
C 2.24543 -0.53533 -0.11816
N -0.72759 1.04303 -1.27497
H -3.00152 -0.15089 0.69423
N -2.60549 0.04588 -0.20874
H -1.05627 0.54312 -2.09750
H -0.39822 2.09730 0.86710
H 3.13199 -0.04853 -1.94625
H 1.66209 -1.18779 -1.99769
H 0.49185 -1.64206 -0.12085
H 2.94857 -0.10912 0.57184
C 2.35897 -0.59091 -1.42846
H -2.66369 -0.69950 -0.88011

=====

177
Properties=species:S:1:pos:R:3 method="wB97M-V/def2-TZVPD" total_energy_ha=-12312.7126
H 16.08022 -3.64989 -22.99912
C 14.55557 5.42249 -20.01579
H 14.03148 2.59753 -14.50799
C 22.71508 -4.75866 -14.14024
Cl 24.01913 -1.65666 -16.44782
F 22.87554 -4.97087 -12.82326
H 15.89847 0.63904 -18.74901
H 17.35267 3.47875 -17.23650
H 23.95767 -0.94602 -18.84437
C 19.05662 2.56288 -16.25609
O 12.44277 0.84340 -16.77095
F 12.25335 3.92383 -9.74587
F 12.18881 2.62887 -6.76659
F 21.87100 6.70519 -20.98408
C 17.84570 8.68017 -14.22068
H 14.32378 3.19961 -8.26561
F 22.10968 -0.19262 -22.74500
H 16.28061 8.60248 -10.14764
C 16.09165 8.76098 -16.06654
F 15.17268 0.45024 -17.02260
C 13.94791 2.49577 -9.00819
H 20.80836 -2.34961 -11.69843
Cl 12.94682 6.12603 -15.81663
H 16.46974 2.01602 -15.56093
H 18.15349 6.35638 -18.49143
H 19.86012 -1.84237 -17.73978
F 21.83539 1.82458 -20.73328
C 22.74404 0.94537 -22.82979
H 13.96361 5.90784 -12.25125
Cl 11.64746 6.01876 -12.42134
H 21.17468 2.47220 -16.90472
C 16.20725 7.50739 -19.94754
C 22.95552 1.60149 -21.42473
F 23.98525 0.66912 -23.29686
H 18.65363 8.02593 -13.89309
H 24.03275 2.91639 -19.51337
H 19.30898 2.12005 -15.29261
H 11.50083 0.45860 -18.63949
H 18.67052 -0.97611 -16.93967
H 21.99624 5.11710 -21.99820
C 20.56031 4.16799 -12.68503
H 15.42626 6.30602 -18.32378
H 17.35210 9.85848 -9.55177
H 16.61755 9.61237 -16.49860
H 11.74332 1.76156 -10.82656
C 15.92991 -3.29615 -20.86033
H 12.09788 2.00634 -18.48380
F 23.76848 0.86889 -20.57097
C 22.64132 5.66061 -21.30785
O 21.75772 -2.54860 -14.01767
H 18.23705 10.27558 -11.71105
H 16.61654 8.26664 -19.28112
C 20.09640 -1.54390 -11.87738
C 17.70980 -2.10074 -19.36576
C 23.93780 3.56537 -20.38395
F 13.69519 -0.80282 -18.99275
H 20.00562 3.22968 -12.68201
H 12.61294 -0.61915 -7.10971
H 17.71862 -2.18699 -21.49985
F 23.75689 6.09752 -21.93991
Cl 13.43482 7.00888 -10.31018
F 14.02763 1.60022 -6.46466
H 15.26129 -3.00032 -20.05191
C 20.44844 -0.64817 -13.04257
H 15.08002 0.01581 -14.14475
Cl 10.95753 4.17930 -15.29024
Cl 26.05440 -0.28960 -18.17457
F 10.90753 0.15251 -7.45048
H 10.55276 6.41088 -15.74040
C 14.22227 5.70320 -21.45107
C 20.35718 3.18833 -16.82136
H 20.83818 -0.98362 -15.13111
C 13.70424 0.53139 -18.98314
H 15.71734 8.19909 -16.92226
H 11.78866 1.32933 -14.29970
F 11.95170 0.09236 -5.45174
C 13.25759 3.18734 -10.18799
C 12.66110 2.19241 -11.22674
Cl 19.57216 5.36396 -13.57750
H 15.02772 -2.42657 -22.66876
H 14.97335 3.91671 -16.03114
H 16.43938 -4.21124 -20.55844
H 15.87816 8.14914 -20.76484
F 21.61660 0.06537 -12.79787
H 17.13848 2.84319 -14.19121
H 18.31196 9.56911 -14.64549
H 18.85513 1.69689 -16.88662
H 19.45795 -1.09801 -19.94203
F 20.01330 -0.81466 -10.77676
C 17.45423 6.76382 -20.50352
H 15.27840 9.23071 -15.51330
H 18.11543 -3.09480 -19.17759
F 10.25374 0.03888 -14.00150
F 23.49585 5.46399 -19.12504
Cl 20.82350 4.73913 -11.00874
C 13.25111 6.70522 -12.03996
C 22.91648 4.70612 -20.07165
Cl 23.44789 0.97017 -17.73864
C 11.42890 0.33879 -14.57812
C 19.29045 -0.91790 -17.83432
O 13.13191 1.47731 -8.52550
H 15.09094 5.67613 -22.10893
F 21.66997 -3.57533 -15.92209
H 20.06379 -0.15578 -17.73832
F 10.30739 1.37666 -16.39632
C 14.99282 0.97450 -18.24365
H 18.41914 8.58917 -11.33080
H 24.96995 3.90683 -20.46246
F 21.78114 4.27435 -19.46536
H 16.56029 -1.10065 -20.80542
H 15.26239 4.59809 -19.92173
C 12.37738 0.97843 -18.25278
F 12.40751 -0.48968 -14.16815
F 15.11222 2.28691 -18.19644
F 14.14507 4.05288 -10.74481
H 18.11563 -0.04875 -19.43168
H 16.20401 8.17442 -12.81996
C 17.69006 9.33490 -11.64775
C 17.81817 3.47695 -16.25091
C 14.47540 3.49210 -14.07119
H 20.22023 3.54597 -17.84187
C 15.79830 -0.61553 -13.62171
C 16.93044 8.96948 -12.98812
C 16.79066 9.52511 -10.42456
C 16.94850 -2.11651 -20.73171
H 18.14477 7.54070 -20.83170
H 19.72333 -2.13344 -14.44126
H 16.33293 9.83284 -13.28085
C 20.66227 -1.61122 -14.25746
C 15.05462 6.66739 -19.28263
C 16.77161 3.00120 -15.20538
C 11.27980 5.68140 -16.09731
H 17.76513 7.71343 -16.13172
Cl 14.78627 -1.88648 -12.86541
C 17.07846 7.93259 -15.31407
H 17.10314 6.18487 -21.35772
Cl 11.02220 5.54180 -17.86607
F 12.16695 2.80997 -12.33331
C 24.33175 -0.54462 -17.90254
F 22.58750 -5.97884 -14.62851
C 18.11257 5.88623 -19.47397
C 12.81422 1.55310 -7.12097
H 16.95647 -2.09448 -18.57800
C 12.07727 0.26231 -6.75730
Cl 16.90670 -1.42256 -14.82686
C 15.33538 -3.38429 -22.24896
Cl 13.66038 8.10775 -13.05631
H 14.47774 -4.05699 -22.25389
H 18.05061 4.51725 -16.02321
F 19.53624 0.29091 -13.28157
H 14.84938 1.96568 -9.31554
H 23.67703 -4.39934 -14.50581
H 20.69644 4.01031 -16.19101
H 17.58624 4.95132 -19.28158
H 22.30070 1.65830 -23.52497
Cl 22.14350 3.88305 -13.44411
C 11.23469 0.43614 -16.11104
H 14.18125 7.28559 -19.07482
C 15.52709 3.94650 -15.09275
H 14.88212 3.12402 -13.12928
F 18.94023 -2.20169 -12.00120
H 13.70426 4.23875 -13.88155
H 19.09333 5.59291 -19.84837
C 21.60887 -3.80254 -14.63952
H 13.57189 4.94547 -21.88804
H 13.67508 4.97799 -19.55184
H 15.96779 10.21040 -10.62798
F 13.76349 0.82220 -20.25350
O 23.60500 2.85685 -21.58669
H 13.81031 6.70943 -21.52789
H 15.81122 4.96216 -14.81741
F 20.44093 -4.32265 -14.34633
C 18.68628 -0.94479 -19.18760
F 10.82029 -0.72563 -16.62694
Cl 16.65029 0.32663 -12.32668
H 16.60160 7.06291 -14.86201
F 13.51597 1.19237 -11.68701

=====

11
Properties=species:S:1:pos:R:3 method="wB97M-V/def2-TZVPD" e_above_lowest_kcal_mol=107.8
F -2.53169 1.17478 -0.10038
N 1.29718 0.32392 -0.76298
C 0.57778 0.65165 0.34144
H 1.94708 0.77507 -1.31046
H 0.61812 1.41867 1.14656
C -1.85836 0.01411 -0.09682
C 1.29557 -0.65590 0.19204
H 2.16695 -0.79881 0.89471
F -2.14783 -0.62149 -1.24684
F -2.21368 -0.76976 0.96631
H 0.84889 -1.51223 -0.02359

=====

13
Properties=species:S:1:pos:R:3 method="wB97M-V/def2-TZVPD" smiles="C#C/C(=N/N)OC" e_above_lowest_kcal_mol=95.0
C 1.11052 -1.05632 0.04532
C -0.22050 -0.51999 0.04555
H -3.18362 -1.24864 -0.35889
C 2.18482 -1.56741 -0.00721
N -2.43144 -0.67846 0.09858
H 3.08638 -2.17406 0.00448
H 1.32516 1.66431 -0.87469
H -2.40019 0.26800 -0.29082
O -0.41961 0.81353 -0.00967
H 1.28198 1.48015 0.99252
H 0.21268 2.65046 0.19366
N -1.23777 -1.31577 0.10912
C 0.69160 1.68421 0.05206